(1)
4 unconnected molecules or ions with the total composition C4H18NO3 at a distorted geometry, computed with the ωB97M-V functional and the def2-TZVPD basis.

Computed properties:
- charge = +1
- multiplicity = 1
- Kohn-Sham gap (eV) = 11.735
- LUMO (hartree) = -0.114

```
26
Properties=species:S:1:pos:R:3:mulliken_charge:R:1
C 1.34 -0.36 -0.95 -0.87
C 0.30 -1.49 -0.96 0.61
C 1.13 -2.78 -1.27 -1.55
C -0.37 -1.68 0.40 -1.23
N 0.70 0.93 -0.51 -0.04
H 2.02 -0.68 -0.16 0.34
H 1.88 -0.28 -1.88 0.38
H -0.44 -1.45 -1.76 0.25
H 0.38 -3.54 -1.49 0.38
H 1.56 -2.65 -2.27 0.44
H 1.73 -3.09 -0.42 0.43
H -0.71 -0.82 0.96 0.31
H 0.30 -2.24 1.03 0.34
H -1.29 -2.26 0.28 0.34
H 0.13 1.33 -1.25 0.41
H 0.10 0.77 0.29 0.04
H 1.43 1.54 -0.16 0.35
H -1.62 3.33 -0.30 0.29
H -0.21 3.88 0.06 0.28
O -0.76 3.10 0.07 -0.53
H -3.25 0.94 0.15 0.28
H -2.28 1.20 1.30 0.29
O -2.38 0.70 0.49 -0.58
H 0.41 1.24 3.18 0.31
H 0.04 2.65 2.63 0.29
O -0.16 1.71 2.56 -0.57
```



(2)
4 unconnected molecules or ions with the total composition C4H18NO3 at a distorted geometry, computed with the ωB97M-V functional and the def2-TZVPD basis.

Computed properties:
- charge = +1
- multiplicity = 1
- Kohn-Sham gap (eV) = 11.689
- LUMO (hartree) = -0.115

```
26
Properties=species:S:1:pos:R:3:mulliken_charge:R:1
C -0.65 0.60 -1.27 -0.76
C 0.16 -0.67 -1.62 -0.34
C 1.50 -0.26 -2.21 -0.67
C 2.46 0.30 -1.13 -1.05
N -0.82 0.66 0.22 -0.31
H -0.10 1.48 -1.62 0.47
H -1.66 0.65 -1.66 0.35
H 0.34 -1.23 -0.70 0.19
H -0.35 -1.35 -2.30 0.35
H 2.01 -1.19 -2.51 0.37
H 1.45 0.39 -3.08 0.37
H 2.27 1.30 -0.74 0.30
H 3.42 0.31 -1.66 0.37
H 2.56 -0.38 -0.28 0.27
H -1.30 -0.14 0.62 0.42
H -1.43 1.47 0.37 0.35
H 0.08 0.75 0.68 0.36
H -4.21 -0.71 -0.76 0.30
H -4.09 -0.02 0.57 0.30
O -3.58 -0.21 -0.22 -0.59
H 0.98 0.95 4.24 0.34
H -0.50 0.74 4.51 0.33
O 0.35 0.27 4.50 -0.67
H 0.10 -0.91 2.66 0.27
H 0.73 -1.83 1.68 0.28
O 0.28 -0.98 1.71 -0.57
```



(3)
5 unconnected molecules or ions with the total composition C4H18O4S2 at a distorted geometry, computed with the ωB97M-V functional and the def2-TZVPD basis.

Computed properties:
- multiplicity = 1
- SMILES = CCSSCC.O.O.O.O
- Kohn-Sham gap (eV) = 7.725
- LUMO (hartree) = -0.004

```
28
Properties=species:S:1:pos:R:3:mulliken_charge:R:1
C -1.96 2.59 0.49 -1.32
C -1.05 1.37 0.55 0.11
S 0.12 1.21 1.89 -0.06
S 0.44 -0.69 2.28 -0.14
C 0.63 -1.67 0.73 -0.11
C -0.36 -2.82 0.74 -1.57
H -1.42 3.50 0.25 0.35
H -2.58 2.75 1.38 0.37
H -2.73 2.35 -0.25 0.37
H -0.53 1.30 -0.41 0.11
H -1.70 0.49 0.52 0.19
H 0.48 -0.96 -0.07 0.19
H 1.65 -2.02 0.74 0.34
H -0.31 -3.29 -0.23 0.44
H -1.39 -2.56 0.97 0.53
H -0.08 -3.56 1.50 0.37
H -1.71 -1.46 -0.48 0.15
H -2.45 -0.79 -1.68 0.32
O -2.59 -1.28 -0.86 -0.63
H 2.93 -1.08 -1.52 0.28
H 3.86 0.07 -1.15 0.28
O 3.02 -0.34 -0.90 -0.62
H -0.46 2.02 -2.47 0.31
H -0.70 0.70 -3.27 0.30
O -1.06 1.58 -3.08 -0.62
H 3.26 0.93 0.65 0.36
H 3.22 0.44 2.12 0.30
O 3.46 1.19 1.55 -0.60
```



(4)
6 unconnected molecules or ions with the total composition C4H18O7S at a distorted geometry, computed with the ωB97M-V functional and the def2-TZVPD basis.

Computed properties:
- multiplicity = 1
- SMILES = O=C(O)CCCS.O.O.O.O.O
- Kohn-Sham gap (eV) = 9.404
- LUMO (hartree) = 0.002

```
30
Properties=species:S:1:pos:R:3:mulliken_charge:R:1
O -2.12 -2.12 1.80 -0.57
C -1.38 -1.31 1.30 0.22
O -0.09 -1.19 1.70 -0.35
C -1.86 -0.35 0.25 0.41
C -2.25 -1.06 -1.07 -0.57
C -1.49 -0.47 -2.27 -0.66
S -0.25 -1.57 -3.00 -0.18
H 0.18 -1.90 2.30 0.27
H -2.58 0.31 0.72 0.44
H -1.20 0.51 0.04 -0.38
H -3.31 -0.95 -1.25 0.32
H -1.91 -2.08 -0.93 0.40
H -2.18 -0.24 -3.08 0.37
H -1.17 0.55 -2.08 0.21
H 0.81 -1.28 -2.23 0.07
H 3.69 0.71 -0.70 0.31
H 2.25 1.18 -0.85 0.30
O 3.14 1.50 -0.64 -0.68
H 1.53 -0.53 0.93 0.49
H 2.59 -1.54 1.54 0.23
O 2.46 -0.82 0.92 -0.60
H 0.18 2.87 0.26 0.29
H 0.09 2.86 -1.27 0.26
O -0.06 2.30 -0.50 -0.57
H 0.75 1.44 3.14 0.29
H -0.36 1.33 2.00 0.26
O -0.12 1.70 2.85 -0.63
H 2.04 2.83 1.94 0.26
H 2.39 2.68 0.46 0.45
O 1.92 3.26 1.09 -0.66
```



(5)
7 unconnected molecules or ions with the total composition C4H19ClO9S, computed with the ωB97M-V functional and the def2-TZVPD basis.

Computed properties:
- multiplicity = 1
- SMILES = O=S1(=O)C[C@@H](Cl)CCO1.O.O.O.O.O.O
- Kohn-Sham gap (eV) = 11.040
- LUMO (hartree) = 0.012

```
34
Properties=species:S:1:pos:R:3:mulliken_charge:R:1
O -1.17 1.55 1.88 -0.76
S -1.95 0.43 1.44 1.30
O -3.26 0.27 1.96 -0.67
C -2.07 0.49 -0.35 -0.85
C -1.55 -0.84 -0.87 0.28
Cl -1.77 -1.03 -2.61 -0.23
C -0.09 -0.93 -0.48 -0.97
C 0.05 -1.17 1.02 0.00
O -1.20 -0.90 1.74 -0.41
H -1.41 1.27 -0.72 0.32
H -3.11 0.69 -0.61 0.44
H -2.12 -1.63 -0.37 0.35
H 0.45 -1.69 -1.05 0.46
H 0.37 0.03 -0.73 0.31
H 0.27 -2.22 1.20 0.17
H 0.86 -0.59 1.45 0.27
O 1.56 -1.25 -3.99 -0.61
H 0.65 -1.15 -3.69 0.30
H 1.49 -1.63 -4.87 0.30
O 0.46 1.44 4.27 -0.75
H -0.08 1.47 3.46 0.41
H -0.02 0.86 4.86 0.34
O -1.05 2.75 -2.63 -0.60
H -0.74 3.66 -2.48 0.34
H -1.67 2.83 -3.36 0.26
O 2.26 0.01 2.98 -0.67
H 2.71 -0.67 3.49 0.28
H 1.82 0.58 3.63 0.41
O 1.59 3.81 -3.16 -0.65
H 1.20 2.93 -3.06 0.34
H 2.51 3.71 -2.90 0.31
O 1.53 -4.03 1.38 -0.60
H 1.06 -4.86 1.53 0.29
H 2.44 -4.21 1.63 0.28
```



(6)
6 unconnected molecules or ions with the total composition C4H19NO7 at a distorted geometry, computed with the ωB97M-V functional and the def2-TZVPD basis.

Computed properties:
- multiplicity = 1
- SMILES = O=CCCNCO.O.O.O.O.O
- Kohn-Sham gap (eV) = 8.636
- LUMO (hartree) = 0.005

```
31
Properties=species:S:1:pos:R:3:mulliken_charge:R:1
C 0.92 0.01 -2.17 -0.92
C 2.46 0.22 -1.74 -0.37
C 2.75 -1.02 -0.81 -0.03
O 3.85 -1.41 -0.81 -0.46
N -0.17 -0.05 -1.20 0.01
C -0.48 -1.38 -0.47 -0.82
O -1.85 -1.32 -0.25 -0.64
H 0.87 -0.91 -2.72 0.43
H 0.64 0.85 -2.84 0.37
H 3.16 0.21 -2.60 0.30
H 2.62 1.16 -1.30 0.34
H 2.00 -1.46 -0.08 0.32
H -0.34 0.76 -0.56 0.19
H -0.07 -1.47 0.51 0.28
H -0.34 -2.17 -1.04 0.68
H -2.38 -1.66 -1.08 0.32
H -1.70 4.10 -0.18 0.28
H -0.45 3.84 0.64 0.31
O -0.86 3.73 -0.25 -0.57
H 1.30 -0.05 2.62 0.30
H 0.19 0.33 1.80 0.46
O 0.43 -0.30 2.46 -0.59
H -0.68 -2.54 2.29 0.30
H -1.51 -3.78 1.52 0.32
O -0.64 -3.36 1.94 -0.65
H -1.03 1.95 1.18 0.38
H 0.43 2.19 1.80 0.28
O -0.03 1.86 1.00 -0.87
H -3.75 0.84 0.80 0.27
H -2.43 0.10 0.47 0.45
O -2.87 0.73 1.06 -0.66
```



(7)
C4H2 in the gas phase at a distorted geometry, computed with the ωB97M-V functional and the def2-TZVPD basis.

Computed properties:
- multiplicity = 1
- SMILES = C1=C2C=C12
- Kohn-Sham gap (eV) = 8.916
- LUMO (hartree) = 0.008

```
6
Properties=species:S:1:pos:R:3:mulliken_charge:R:1
C -1.12 0.13 0.03 -0.18
C 1.13 -0.07 0.04 -0.07
C -0.27 -0.88 0.12 -0.23
C 0.24 0.85 0.13 -0.32
H -2.11 0.38 -0.16 0.42
H 2.14 -0.40 -0.16 0.38
```



(8)
A molecular structure, C4H20AgB2O2S2 at a distorted geometry, computed with the ωB97M-V functional and the def2-TZVPD basis.

Computed properties:
- charge = -1
- multiplicity = 1
- Kohn-Sham gap (eV) = 6.876
- LUMO (hartree) = 0.088

```
31
Properties=species:S:1:pos:R:3:mulliken_charge:R:1
Ag 1.13 -0.61 0.58 -0.35
B 2.98 -1.29 2.23 0.68
H 3.71 -1.65 3.12 -0.20
H 2.15 -0.50 2.66 -0.30
H 3.63 -0.82 1.33 -0.31
H 2.39 -2.26 1.76 -0.30
B 1.54 1.91 0.19 0.78
H 2.43 1.32 0.76 -0.20
H 0.80 2.39 1.03 -0.35
H 2.12 2.78 -0.44 -0.20
H 0.97 1.13 -0.53 -0.36
C 0.77 1.25 -3.61 -0.83
S -0.06 -0.32 -3.35 0.35
O 0.37 -0.75 -2.00 -0.33
C -1.69 0.39 -3.09 -0.91
H 0.69 1.85 -2.70 0.17
H 0.28 1.81 -4.42 0.36
H 1.82 1.09 -3.82 0.31
H -2.02 0.98 -3.94 0.38
H -1.66 1.04 -2.21 0.25
H -2.40 -0.42 -2.91 0.31
C -3.14 -1.45 1.38 -0.88
S -1.51 -1.81 2.03 0.52
O -0.64 -1.98 0.82 -0.58
C -1.14 -0.19 2.76 -0.57
H -3.58 -2.41 1.09 0.32
H -3.03 -0.84 0.48 0.21
H -3.77 -0.96 2.11 0.37
H -0.52 -0.38 3.63 0.33
H -2.08 0.28 3.02 0.33
H -0.54 0.40 2.06 -0.02
```



(9)
A molecular structure, C4H20BKN8O4 at a distorted geometry, computed with the ωB97M-V functional and the def2-TZVPD basis.

Computed properties:
- multiplicity = 1
- Kohn-Sham gap (eV) = 7.198
- LUMO (hartree) = -0.001

```
38
Properties=species:S:1:pos:R:3:mulliken_charge:R:1
K 0.12 0.85 0.69 0.67
B -0.05 4.11 0.67 0.82
H -1.05 4.04 0.26 -0.25
H -0.10 4.03 1.74 -0.29
H 0.52 3.37 0.14 -0.76
H 0.46 5.03 0.42 -0.21
C -2.66 0.11 -1.41 0.79
O -1.83 -0.64 -1.00 -0.68
N -2.49 0.77 -2.51 -0.36
N -3.96 -0.15 -1.24 -0.47
H -1.54 0.73 -2.86 0.20
H -3.21 1.31 -2.96 0.14
H -4.66 0.58 -1.32 0.19
H -4.12 -0.98 -0.70 0.20
C 1.72 -2.66 0.24 0.52
O 0.86 -1.76 0.40 -0.56
N 1.43 -3.82 0.65 -0.38
N 2.85 -2.47 -0.39 -0.33
H 0.50 -3.84 1.06 0.20
H 1.90 -4.66 0.35 0.18
H 3.06 -1.57 -0.78 0.26
H 3.40 -3.32 -0.42 0.12
C -1.68 -1.42 2.80 0.62
O -1.37 -0.24 2.61 -0.71
N -0.90 -2.48 2.69 -0.38
N -2.87 -1.79 3.10 -0.39
H -1.16 -3.44 2.86 0.19
H -0.04 -2.13 2.28 0.22
H -3.56 -1.11 3.37 0.27
H -2.82 -2.75 3.41 0.15
C 2.85 1.58 -1.45 0.78
O 2.70 0.64 -0.76 -0.62
N 2.26 1.76 -2.63 -0.39
N 3.60 2.63 -1.16 -0.46
H 2.57 2.60 -3.10 0.11
H 1.55 1.15 -3.01 0.20
H 4.23 2.45 -0.39 0.22
H 3.46 3.50 -1.66 0.16
```



(10)
7 unconnected molecules or ions with the total composition C4H20IO8 at a distorted geometry, computed with the ωB97M-V functional and the def2-TZVPD basis.

Computed properties:
- charge = -1
- multiplicity = 1
- Kohn-Sham gap (eV) = 8.829
- LUMO (hartree) = 0.104

```
33
Properties=species:S:1:pos:R:3:mulliken_charge:R:1
I 6.13 -23.42 -12.20 -0.47
O 2.73 -23.15 -13.21 -0.64
H 3.66 -23.00 -13.04 0.24
H 2.62 -24.10 -13.13 0.39
O 5.87 -24.60 -15.61 -0.68
H 5.87 -24.58 -14.65 0.21
H 5.95 -23.69 -15.87 0.35
O 6.61 -19.94 -11.68 -0.67
H 5.80 -19.76 -12.16 0.31
H 6.65 -20.90 -11.63 0.26
O 6.93 -22.56 -8.89 -0.63
H 6.44 -22.55 -9.71 0.25
H 7.79 -22.21 -9.12 0.33
C 2.36 -25.18 -10.60 0.28
C 3.30 -24.99 -9.35 -0.43
O 4.72 -25.33 -9.57 -0.39
O 1.89 -26.57 -10.65 -0.56
H 2.98 -24.84 -11.43 -0.35
H 1.48 -24.54 -10.49 0.39
H 2.90 -25.57 -8.51 0.30
H 3.13 -23.94 -9.12 0.26
H 4.98 -24.76 -10.30 0.05
H 2.64 -27.02 -11.05 0.30
C 9.58 -25.49 -14.75 -0.29
C 9.58 -24.25 -13.81 -0.43
O 9.54 -24.38 -12.40 -0.49
O 8.32 -25.99 -15.04 -0.46
H 10.10 -26.33 -14.29 0.29
H 10.11 -25.27 -15.68 0.24
H 8.87 -23.48 -14.14 0.34
H 10.49 -23.67 -13.96 0.29
H 8.63 -24.15 -12.18 0.11
H 7.81 -25.23 -15.32 0.30
```



(11)
6 unconnected molecules or ions with the total composition C4H20N2O6 at a distorted geometry, computed with the ωB97M-V functional and the def2-TZVPD basis.

Computed properties:
- multiplicity = 1
- SMILES = CN(C=O)CCN.O.O.O.O.O
- Kohn-Sham gap (eV) = 9.919
- LUMO (hartree) = 0.018

```
32
Properties=species:S:1:pos:R:3:mulliken_charge:R:1
C -0.83 0.82 0.95 0.32
N 0.32 1.52 0.97 0.25
C 1.27 1.27 2.05 -0.97
C 0.57 2.61 0.06 -0.86
C 1.78 2.24 -0.84 -0.42
N 1.42 1.84 -2.19 -0.65
O -0.94 -0.23 1.61 -0.87
H -1.54 1.25 0.24 0.31
H 1.45 2.09 2.76 0.33
H 2.28 1.17 1.66 0.32
H 0.85 0.47 2.65 0.33
H -0.34 2.82 -0.51 0.42
H 0.58 3.56 0.59 0.46
H 2.52 3.03 -0.73 0.31
H 2.20 1.33 -0.36 0.24
H 1.12 2.72 -2.64 0.32
H 0.48 1.42 -2.14 0.19
H -1.52 -2.64 -0.15 0.30
H -1.15 -3.29 -1.36 0.32
O -1.57 -3.52 -0.53 -0.65
H 0.57 -2.72 1.31 0.36
H 0.22 -1.29 1.33 0.36
O 1.00 -1.88 1.13 -0.72
H 0.20 -0.98 -1.75 0.34
H -0.96 0.13 -2.32 0.26
O -0.41 -0.23 -1.62 -0.56
H -2.80 0.03 1.42 0.36
H -3.22 -1.09 0.46 0.30
O -3.32 -0.12 0.61 -0.68
H 1.41 -2.04 -0.66 0.35
H 1.78 -3.01 -1.83 0.23
O 1.08 -2.48 -1.46 -0.60
```



(12)
5 unconnected molecules or ions with the total composition C4H20NO4S at a distorted geometry, computed with the ωB97M-V functional and the def2-TZVPD basis.

Computed properties:
- charge = +1
- multiplicity = 1
- Kohn-Sham gap (eV) = 8.494
- LUMO (hartree) = -0.118

```
30
Properties=species:S:1:pos:R:3:mulliken_charge:R:1
C 1.22 -0.37 -0.99 -0.45
C 0.12 -0.19 -2.09 -0.63
C -0.41 1.31 -2.10 -0.81
S -0.59 1.97 -0.43 -0.02
C -2.45 2.26 -0.33 -0.90
N 2.44 0.56 -1.14 -0.20
H 0.71 -0.26 0.04 -0.03
H 1.50 -1.43 -0.94 0.40
H -0.70 -0.94 -1.72 0.28
H 0.40 -0.40 -3.10 0.40
H -1.47 1.18 -2.51 0.36
H 0.17 1.86 -2.74 0.53
H -2.83 2.49 0.64 0.37
H -3.12 1.51 -0.86 0.28
H -2.44 3.26 -0.85 0.34
H 2.34 1.21 -0.40 0.39
H 3.42 0.13 -1.13 0.35
H 2.37 1.09 -1.98 0.34
H 0.56 -2.16 1.82 0.28
H 0.32 -2.09 3.14 0.31
O -0.17 -2.05 2.33 -0.54
H -0.02 0.86 3.52 0.31
H -0.54 0.15 2.25 0.30
O -0.03 0.85 2.53 -0.65
H -2.82 -3.13 -0.01 0.29
H -2.08 -2.35 1.19 0.32
O -2.54 -2.30 0.32 -0.62
H 1.72 -0.30 1.89 0.38
H 2.58 -1.71 2.15 0.28
O 2.36 -1.02 1.50 -0.68
```



Q: Which formula does entry 8 have?
A: C4H20AgB2O2S2



Q: What is the multiplicity in the tenth record?
A: 1